Computed, not measured: the molecule CH2O4S at a distorted geometry, with wB97M-V/def2-TZVPD.

As for the multiplicity: 1. Its gap between HOMO and LUMO is 10.93 eV. The calculation puts the molar mass at 110.090 g/mol. The energy comes out at -738.42141 hartree. The net charge is 0. The value obtained for the highest occupied orbital energy is -11.0484 eV. As for the energy above the lowest of the compared OMol25 structures with the same formula, charge and spin: 74.2 kJ/mol.

CARTESIAN COORDINATES (ANGSTROEM)
C (-1.06, 0.62, -0.06)
O (0.96, -1.53, -0.26)
O (0.00, 0.81, -0.82)
O (1.62, 0.38, 1.09)
O (-1.24, -0.34, 0.62)
S (1.56, -0.03, -0.27)
H (-1.86, 1.55, -0.24)
H (0.00, -1.45, -0.05)